A structure of composition C46H45F5GeIrN6O9S3, computed with ωB97M-V/def2-TZVPD.

## Properties
Kohn-Sham gap (alpha / beta) = 6.6 / 2.9 eV
Total charge = 0
Electronic energy = -181242.133 eV
2S+1 = 2
LUMO (alpha / beta) = -0.97 / -4.62 eV
HOMO energy (alpha / beta) = -7.57 / -7.57 eV
Expectation value of S² = 0.7659

Last column: Löwdin charge in e.
Cartesian coordinates (Å):
Ir 0.33799 -0.16276 0.20175  1.1483
C 5.35350 -2.07508 5.62736  -0.0450
C 5.02886 -1.74666 4.19485  -0.2567
C 5.17306 -0.44736 3.70998  -0.0272
C 4.83495 -0.12826 2.40571  -0.0472
C 4.36399 -1.12846 1.56687  -0.2800
C 4.26239 -2.43778 2.01499  -0.0660
C 4.58186 -2.74141 3.32764  -0.0178
S 3.87681 -0.77035 -0.09315  0.6156
O 4.88913 0.02406 -0.72700  -0.2794
O 3.47594 -2.00287 -0.70936  -0.2974
N 2.51082 0.12535 0.02133  -0.1913
C 2.44462 1.47659 0.01704  -0.3985
C 3.45780 2.42856 0.21930  -0.0051
C 3.10240 3.75342 0.28301  -0.0395
C 1.77410 4.14317 0.07846  -0.0464
C 0.84941 3.16859 -0.17566  -0.1333
N 1.16758 1.86222 -0.18294  -0.0194
H 5.95511 -1.29164 6.08733  0.0754
H 5.89429 -3.01965 5.69708  0.0818
H 4.43347 -2.18124 6.20755  0.0869
H 5.54660 0.32959 4.36699  0.1149
H 4.95040 0.88451 2.04155  0.1024
H 3.95608 -3.20329 1.31628  0.0940
H 4.47550 -3.76181 3.67643  0.1159
H 4.48042 2.10456 0.31954  0.0932
H 3.85639 4.50426 0.48749  0.1147
H 1.47071 5.17873 0.12219  0.1077
H -0.17544 3.41404 -0.39682  0.0530
C -2.53987 -5.91394 2.43428  -0.0922
C -2.27962 -5.50747 0.98685  -0.2948
S -1.24927 -6.75975 0.25711  0.6637
O -0.02747 -6.83080 1.02577  -0.3003
O -1.99948 -7.96963 0.06262  -0.2951
C -0.82008 -6.12027 -1.39045  -0.1775
C 0.61330 -5.58702 -1.50842  -0.1050
N 0.88019 -4.35902 -0.72713  0.0817
C 0.39868 -3.13915 -1.03395  -0.3213
N 0.60476 -2.29254 -0.04216  -0.0293
C 1.25678 -2.97186 0.94983  -0.0514
C 1.44408 -4.24444 0.53922  -0.1391
N 2.27530 -5.22011 1.19438  -0.3349
O 2.45287 -5.05616 2.38701  0.0985
O 2.82164 -6.05976 0.50178  0.1006
C -0.17473 -2.78188 -2.35781  0.0270
H -3.09006 -5.13183 2.95337  0.0713
H -1.59408 -6.07645 2.95231  0.0795
H -3.11696 -6.83776 2.46464  0.0866
H -1.72729 -4.56557 0.92050  0.0943
H -3.19692 -5.46861 0.39748  0.0906
H -1.57776 -5.36467 -1.61732  0.0875
H -0.95106 -6.97876 -2.04818  0.1105
H 0.83521 -5.36774 -2.55197  0.1333
H 1.29860 -6.34478 -1.15511  0.1120
H 1.58202 -2.51898 1.87052  0.1139
H 0.58716 -2.90373 -3.13042  0.1036
H -0.48682 -1.73819 -2.34936  0.0728
H -1.02625 -3.40909 -2.62246  0.0738
C -2.39917 3.23626 -4.09160  -0.0888
C -1.36491 2.36931 -3.76660  -0.0842
C -1.23593 1.90877 -2.46144  -0.1403
C -2.12861 2.31293 -1.46836  -0.3511
C -3.17454 3.17077 -1.81110  -0.1198
C -3.30629 3.63155 -3.11453  -0.0781
Ge -2.02217 1.63654 0.39339  1.0246
C -1.94113 3.19876 1.59750  -0.2877
C -1.73316 4.47428 1.06914  -0.1345
C -1.54488 5.56785 1.90366  -0.0829
C -1.54668 5.40289 3.28241  -0.0861
C -1.78526 4.14569 3.82236  -0.0764
C -1.97522 3.05348 2.98614  -0.1206
C -3.82555 0.84412 0.55906  -0.3167
C -4.43230 0.30433 -0.57803  -0.1334
C -5.68327 -0.29268 -0.50276  -0.0847
C -6.33915 -0.38380 0.71889  -0.0894
C -5.74851 0.15201 1.85663  -0.0844
C -4.50074 0.75830 1.78023  -0.1085
H -2.50302 3.60049 -5.10609  0.1011
H -0.66064 2.05498 -4.52763  0.1018
H -0.42436 1.23537 -2.20419  0.0619
H -3.89296 3.47130 -1.05460  0.1113
H -4.12131 4.29856 -3.36948  0.1033
H -1.73404 4.62616 -0.00529  0.0907
H -1.37870 6.54894 1.47461  0.1029
H -1.36595 6.24971 3.93298  0.1013
H -1.80504 4.00650 4.89662  0.1042
H -2.14008 2.08039 3.43044  0.0784
H -3.92442 0.35714 -1.53647  0.1023
H -6.13967 -0.70127 -1.39663  0.1091
H -7.29882 -0.88265 0.78457  0.1065
H -6.25763 0.09358 2.81146  0.1043
H -4.04465 1.15833 2.67886  0.0842
F 1.67141 -0.34133 2.70887  0.0748
C 0.47571 0.09547 2.28486  -0.5074
F 0.46479 1.40756 2.55735  0.0687
C -0.57213 -0.56211 3.18990  -0.5911
F -0.40583 -0.28642 4.47243  0.1928
F -0.55674 -1.88922 3.02834  0.1507
F -1.81108 -0.14328 2.84381  0.0740
N -2.23180 -1.63224 0.28406  0.0712
C -3.37229 -2.44819 0.17184  -0.3173
C -3.78216 -2.91102 -1.07919  -0.0414
C -4.89950 -3.73007 -1.19459  -0.0587
C -5.60363 -4.06245 -0.04478  -0.2888
C -5.19841 -3.62404 1.21178  -0.0617
C -4.08489 -2.80788 1.31432  -0.0369
S -7.04934 -5.13973 -0.15706  0.5083
O -7.35360 -5.27141 -1.57177  -0.1640
O -8.09463 -4.48399 0.61015  -0.1621
O -6.57786 -6.38264 0.44953  -0.1441
H -2.25855 -1.04820 1.10026  -0.0004
H -2.03177 -1.12438 -0.55980  0.0175
H -3.23755 -2.59252 -1.96744  0.1117
H -5.26065 -4.07746 -2.15563  0.1144
H -5.77011 -3.91046 2.08785  0.1274
H -3.76655 -2.42298 2.28047  0.1278

Atomic forces in eV per Å
1.63 3.51 0.54
-0.06 -0.02 -0.05
0.07 -0.03 0.02
-0.09 0.02 0.00
0.02 -0.03 -0.06
0.06 -0.17 -0.07
0.08 0.07 -0.05
-0.01 0.08 0.02
-0.63 0.58 -0.27
0.29 0.11 0.12
0.04 -0.28 0.06
0.03 -1.19 -0.21
0.27 0.36 -0.15
0.06 0.05 0.02
-0.03 -0.01 -0.02
0.11 0.02 -0.05
-0.10 -0.24 0.04
-0.39 -0.62 0.77
-0.01 -0.03 0.00
0.00 0.03 0.02
0.04 0.01 0.01
-0.01 -0.02 0.00
-0.02 -0.04 0.05
0.03 0.03 0.08
0.04 0.01 -0.01
0.01 0.03 0.01
0.01 -0.05 -0.04
0.00 0.00 -0.07
0.13 -0.07 0.03
0.09 -0.07 -0.03
0.06 -0.20 0.12
0.53 -0.15 -0.07
0.04 0.15 -0.09
-0.26 0.11 -0.09
-0.02 0.35 0.40
-0.10 0.17 0.28
0.13 -0.55 0.11
-0.11 0.29 -0.12
-0.58 0.58 1.28
-0.07 -0.10 0.07
-0.35 -0.19 -0.22
0.21 0.03 -0.13
-0.15 -0.12 -0.25
-0.23 0.11 0.16
0.00 -0.11 0.05
-0.04 0.02 -0.06
-0.06 0.03 0.02
-0.02 0.04 0.05
-0.05 -0.01 -0.07
0.04 0.12 -0.02
0.03 -0.08 -0.14
0.00 0.06 -0.06
0.01 -0.01 -0.01
0.20 -0.03 0.00
-0.01 -0.01 -0.12
0.00 0.04 0.00
-0.04 -0.01 0.00
-0.03 0.06 0.01
-0.02 -0.01 0.05
-0.01 -0.04 -0.01
-0.25 0.10 0.02
0.11 -0.03 0.25
0.15 0.02 -0.19
-0.05 0.03 0.00
0.45 -1.41 -0.61
0.29 -0.21 -0.05
-0.24 0.03 0.22
0.04 0.02 0.01
-0.05 -0.04 -0.02
0.02 -0.01 -0.04
-0.05 0.15 -0.06
0.00 0.08 0.17
-0.23 0.22 0.20
-0.01 0.02 0.04
0.00 0.10 -0.01
-0.07 -0.06 0.01
0.05 -0.04 -0.27
0.00 0.00 0.02
-0.01 0.00 0.01
0.07 0.02 -0.04
0.01 0.02 -0.05
0.02 -0.01 -0.02
0.00 0.03 0.04
-0.02 -0.01 0.01
-0.04 -0.01 -0.02
0.01 0.03 -0.02
0.06 0.06 0.00
-0.04 0.01 0.00
-0.01 -0.02 0.02
0.00 0.06 -0.01
-0.01 -0.02 -0.01
-0.10 0.04 -0.03
0.67 -0.63 0.43
-0.40 -0.25 -2.15
-0.14 0.76 0.28
-0.54 -0.27 -0.65
0.18 0.09 0.24
0.08 -0.11 0.16
0.02 -0.03 0.40
-1.62 -2.02 -0.15
0.79 0.60 -0.04
-0.14 -0.30 -0.20
0.07 0.24 0.19
-0.79 -0.57 -0.25
0.12 0.18 -0.15
-0.22 -0.24 0.26
2.52 2.08 0.07
-0.41 -0.49 0.28
-0.35 -0.69 -0.06
-0.91 -0.52 -0.07
0.16 0.19 -0.15
0.04 0.26 0.11
-0.12 -0.07 0.12
0.12 0.05 0.03
0.08 0.09 0.00
-0.05 -0.08 -0.11